{
  "formula": "C22H56Cl4O14",
  "method": "ωB97M-V with the def2-TZVPD basis set",
  "elements": ["C", "C", "C", "O", "C", "H", "H", "H", "H", "H", "H", "H", "H", "C", "C", "C", "O", "C", "H", "H", "H", "H", "H", "H", "H", "H", "C", "C", "O", "O", "H", "H", "H", "H", "H", "H", "C", "C", "O", "O", "H", "H", "H", "H", "H", "H", "C", "C", "O", "O", "H", "H", "H", "H", "H", "H", "C", "C", "O", "O", "H", "H", "H", "H", "H", "H", "C", "C", "O", "O", "H", "H", "H", "H", "H", "H", "C", "C", "O", "O", "H", "H", "H", "H", "H", "H", "C", "Cl", "Cl", "H", "H", "C", "Cl", "Cl", "H", "H"],
  "coordinates": [[-17.522, -14.674, -9.594], [-16.597, -14.726, -10.806], [-16.147, -16.196, -10.807], [-16.240, -16.642, -9.463], [-16.803, -15.634, -8.647], [-18.532, -15.040, -9.778], [-17.534, -13.678, -9.148], [-15.759, -14.035, -10.720], [-17.145, -14.441, -11.707], [-15.108, -16.235, -11.151], [-16.750, -16.828, -11.462], [-16.033, -15.081, -8.088], [-17.430, -16.098, -7.883], [-20.673, -13.108, -2.586], [-21.227, -12.527, -3.863], [-19.949, -12.199, -4.672], [-19.060, -13.239, -4.303], [-19.203, -13.474, -2.892], [-21.262, -13.978, -2.286], [-20.760, -12.450, -1.720], [-21.758, -11.577, -3.752], [-21.907, -13.209, -4.369], [-19.544, -11.222, -4.383], [-20.061, -12.231, -5.755], [-18.518, -12.791, -2.387], [-18.908, -14.488, -2.634], [-11.833, -13.203, -8.588], [-12.790, -13.623, -9.671], [-12.198, -13.450, -10.946], [-10.665, -14.028, -8.619], [-12.271, -13.262, -7.588], [-11.498, -12.173, -8.765], [-13.728, -13.065, -9.586], [-12.975, -14.695, -9.513], [-12.647, -14.016, -11.577], [-10.168, -13.861, -7.814], [-12.002, -12.707, -4.363], [-12.027, -11.529, -5.309], [-10.753, -11.357, -5.913], [-11.190, -12.452, -3.223], [-11.725, -13.652, -4.841], [-13.021, -12.853, -4.002], [-12.287, -10.646, -4.713], [-12.806, -11.647, -6.071], [-10.781, -10.643, -6.554], [-10.319, -12.228, -3.577], [-17.308, -8.616, -10.206], [-17.970, -9.841, -10.793], [-17.455, -10.085, -12.113], [-17.738, -7.372, -10.749], [-16.244, -8.682, -10.418], [-17.503, -8.619, -9.129], [-19.060, -9.782, -10.845], [-17.691, -10.724, -10.213], [-18.157, -10.047, -12.763], [-18.683, -7.294, -10.579], [-16.378, -11.093, -2.893], [-15.433, -10.145, -3.637], [-14.197, -9.983, -2.983], [-15.829, -12.383, -2.800], [-17.310, -11.094, -3.460], [-16.545, -10.689, -1.884], [-15.953, -9.186, -3.730], [-15.314, -10.608, -4.617], [-14.306, -9.392, -2.233], [-14.962, -12.347, -2.380], [-20.050, -15.983, -6.460], [-20.238, -17.126, -5.484], [-20.873, -16.692, -4.261], [-18.900, -15.205, -6.196], [-20.964, -15.374, -6.447], [-20.004, -16.364, -7.484], [-19.298, -17.573, -5.165], [-20.886, -17.872, -5.950], [-20.209, -16.754, -3.571], [-19.128, -14.612, -5.452], [-14.422, -8.430, -7.533], [-13.914, -7.850, -6.226], [-13.555, -6.491, -6.434], [-13.553, -8.307, -8.630], [-15.406, -8.004, -7.768], [-14.603, -9.493, -7.351], [-13.061, -8.426, -5.851], [-14.714, -7.975, -5.485], [-13.083, -6.194, -5.651], [-13.469, -7.369, -8.840], [-16.947, -12.152, -6.554], [-15.353, -12.383, -7.216], [-17.445, -10.438, -6.772], [-17.700, -12.809, -6.978], [-16.896, -12.308, -5.480], [-16.172, -15.326, -4.075], [-14.815, -15.104, -5.223], [-16.762, -17.010, -3.998], [-15.855, -15.020, -3.088], [-16.997, -14.698, -4.385]],
  "forces_ev_per_angstrom": [[0.6, 0.0, 0.8], [-0.9, -0.2, -0.5], [0.5, 0.8, -0.2], [0.1, -0.4, -0.2], [-0.1, 0.4, 0.5], [0.0, 0.2, -0.3], [-0.3, 0.0, -0.1], [0.1, -0.1, 0.2], [0.2, -0.1, -0.1], [0.0, -0.3, 0.1], [-0.1, 0.0, 0.1], [0.2, -0.2, -0.2], [-0.1, 0.0, -0.2], [-0.2, -0.8, 1.1], [0.2, 1.4, -0.9], [-0.7, -0.6, 0.3], [0.7, -0.5, 0.0], [-0.3, 0.9, -0.1], [0.2, -0.1, -0.2], [0.2, 0.3, -0.2], [-0.2, -0.2, 0.4], [0.3, -0.1, -0.2], [0.0, 0.0, 0.0], [-0.1, 0.0, 0.0], [0.0, 0.0, 0.2], [-0.1, -0.1, -0.3], [1.0, 0.4, -0.1], [0.2, -0.9, 0.1], [0.1, 0.4, 0.1], [-0.3, -0.3, -0.1], [-0.4, 0.0, -0.2], [-0.3, 0.1, 0.0], [0.0, 0.0, 0.1], [-0.3, 0.1, 0.1], [0.0, 0.0, 0.0], [0.0, 0.1, 0.0], [-0.4, 0.1, 0.2], [-0.3, 0.3, 0.0], [0.3, -0.4, 0.1], [0.2, 0.0, -0.4], [0.2, 0.1, -0.2], [0.0, 0.0, 0.1], [0.0, 0.0, 0.0], [0.0, -0.2, 0.0], [-0.1, 0.1, 0.0], [0.0, 0.0, 0.2], [-0.4, 0.1, 0.1], [0.4, -0.4, -1.0], [0.0, 0.0, 0.1], [-0.2, -0.2, -0.2], [0.1, 0.0, 0.2], [0.3, -0.1, 0.1], [0.0, 0.2, 0.3], [-0.1, 0.1, 0.3], [-0.1, 0.1, 0.0], [0.0, 0.1, 0.0], [1.0, 1.0, 0.4], [-1.2, -0.2, 0.4], [0.4, -0.3, -0.2], [-0.4, -0.7, -0.3], [-0.1, -0.4, 0.1], [-0.3, 0.0, -0.1], [0.0, 0.0, -0.3], [0.6, 0.3, -0.1], [0.0, 0.0, 0.0], [0.0, 0.3, 0.0], [-0.2, -0.2, -0.1], [-0.3, 0.1, 0.5], [0.1, 0.2, -0.3], [-0.3, 0.4, 0.2], [0.0, 0.1, 0.2], [0.4, -0.1, 0.1], [0.2, -0.1, -0.7], [0.0, -0.1, 0.1], [-0.1, 0.0, 0.1], [0.3, -0.1, -0.2], [-0.5, -0.1, 0.3], [0.1, -0.2, -0.2], [-0.1, -0.1, 0.2], [0.2, 0.0, 0.0], [0.1, 0.2, 0.0], [0.1, 0.0, -0.2], [0.1, 0.0, -0.2], [-0.1, 0.2, 0.0], [0.0, 0.1, -0.1], [0.1, -0.1, 0.1], [-0.2, 0.5, 0.7], [0.2, -0.1, -0.4], [-0.2, -0.3, 0.0], [0.2, 0.0, -0.3], [0.0, -0.1, 0.0], [0.0, 0.0, -0.2], [-0.5, -0.3, 0.5], [0.2, 0.3, 0.0], [0.2, -0.1, 0.0], [0.0, -0.1, -0.2]],
  "homo_ev": -9.2164,
  "fmax_ha_per_bohr": 0.0326,
  "homo_lumo_gap_ev": 9.331,
  "relative_energy_kcal_mol": 5.1
}

---

{
  "formula": "C22H56Cr2F2N4O5",
  "method": "ωB97M-V with the def2-TZVPD basis set",
  "elements": ["Cr", "Cr", "F", "F", "C", "C", "C", "C", "C", "C", "N", "O", "C", "C", "C", "H", "H", "H", "H", "H", "H", "H", "H", "H", "H", "H", "H", "H", "H", "H", "H", "H", "H", "H", "C", "C", "C", "O", "C", "N", "H", "H", "H", "H", "H", "H", "H", "H", "H", "H", "H", "C", "C", "C", "O", "C", "N", "H", "H", "H", "H", "H", "H", "H", "H", "H", "H", "H", "C", "C", "C", "O", "C", "N", "H", "H", "H", "H", "H", "H", "H", "H", "H", "H", "H", "C", "O", "H", "H", "H", "H"],
  "coordinates": [[2.752, -0.399, -2.894], [-0.454, -0.661, -2.923], [1.034, 0.326, -1.833], [1.174, -1.295, -4.029], [1.326, -0.457, 4.423], [0.465, -0.118, 3.221], [-0.929, -0.760, 3.371], [-1.838, -0.024, 4.361], [-1.915, 1.472, 4.023], [-0.579, 2.183, 3.809], [0.333, 1.344, 3.062], [1.500, 1.962, 2.598], [-0.910, 3.405, 2.907], [-0.009, 2.715, 5.129], [1.102, -0.654, 1.939], [0.855, -0.213, 5.372], [2.285, 0.067, 4.347], [1.660, -1.501, 4.441], [-1.372, -0.945, 2.390], [-0.710, -1.724, 3.839], [-1.527, -0.198, 5.390], [-2.865, -0.379, 4.259], [-2.395, 1.983, 4.859], [-2.514, 1.578, 3.117], [-1.332, 3.046, 1.962], [-1.679, 4.007, 3.394], [-0.042, 4.023, 2.683], [0.929, 3.254, 5.012], [-0.701, 3.301, 5.733], [0.187, 1.817, 5.727], [0.895, -1.724, 1.829], [2.181, -0.493, 1.906], [0.694, -0.192, 1.031], [1.337, 2.066, 1.648], [3.310, 3.712, -4.411], [3.592, 2.317, -3.856], [3.689, 2.313, -2.344], [4.104, 1.031, -1.851], [4.257, 1.002, -0.440], [2.561, 1.354, -4.248], [4.024, 4.474, -4.105], [2.311, 4.029, -4.096], [3.307, 3.665, -5.500], [4.572, 2.029, -4.244], [2.729, 2.564, -1.868], [4.316, 3.114, -1.941], [4.907, 1.778, -0.043], [4.618, 0.049, -0.043], [3.282, 1.058, 0.065], [1.632, 1.688, -3.987], [2.514, 1.239, -5.259], [-4.587, -2.021, -3.240], [-3.361, -1.114, -3.065], [-3.111, -0.810, -1.603], [-1.954, 0.052, -1.513], [-2.067, 0.870, -0.315], [-2.146, -1.776, -3.618], [-4.525, -2.885, -2.575], [-4.722, -2.368, -4.266], [-5.521, -1.501, -3.022], [-3.548, -0.152, -3.544], [-2.944, -1.743, -1.048], [-3.991, -0.395, -1.111], [-2.652, 1.757, -0.565], [-1.062, 1.186, -0.044], [-2.548, 0.342, 0.503], [-2.239, -2.762, -3.344], [-2.365, -1.944, -4.608], [0.225, -4.346, -2.570], [-0.549, -3.701, -1.440], [-0.383, -4.465, -0.117], [-1.173, -3.752, 0.812], [-1.448, -4.471, 1.988], [-0.147, -2.283, -1.258], [1.309, -4.315, -2.425], [-0.023, -3.963, -3.561], [0.023, -5.419, -2.649], [-1.612, -3.845, -1.656], [0.669, -4.501, 0.201], [-0.739, -5.497, -0.177], [-0.539, -4.801, 2.504], [-2.056, -5.370, 1.825], [-2.023, -3.841, 2.663], [-0.532, -2.062, -0.330], [0.851, -2.357, -1.044], [0.333, 3.674, -0.599], [1.038, 2.537, -0.101], [0.984, 4.214, -1.296], [-0.575, 3.404, -1.147], [0.047, 4.346, 0.205], [0.997, 1.852, -0.781]],
  "forces_ev_per_angstrom": [[-1.2, 1.0, -0.7], [0.6, -0.4, 1.2], [0.0, -0.4, -0.8], [0.7, 0.8, 1.2], [1.2, -0.4, 0.0], [-0.2, 0.9, 0.0], [0.6, -0.1, 1.0], [-0.2, 0.6, -0.9], [0.4, -0.6, 0.5], [0.1, 1.7, -0.6], [-1.2, -1.2, -1.1], [0.3, 0.0, 0.5], [-0.2, -0.3, 0.1], [0.2, -1.3, 0.6], [0.1, -0.4, -0.5], [0.0, 0.0, 0.0], [-0.3, 0.4, 0.1], [-0.5, -0.1, 0.0], [-0.2, 0.2, 0.0], [-0.2, -0.3, -0.4], [0.1, 0.0, 0.0], [0.1, -0.3, 0.2], [-0.3, 0.1, -0.2], [-0.1, 0.1, 0.0], [0.1, 0.0, 0.0], [0.1, 0.1, 0.0], [0.0, 0.0, 0.2], [0.0, 0.0, -0.2], [-0.1, 0.2, -0.4], [0.2, 0.3, 0.2], [0.2, -0.1, 0.3], [0.0, -0.1, 0.2], [-0.2, 0.2, 0.2], [0.0, 0.2, 0.1], [-0.6, -0.1, 0.0], [0.8, 1.0, 0.3], [-0.7, 1.1, 0.7], [-0.3, -1.2, -1.1], [-0.8, -0.5, 1.9], [0.0, -1.0, 0.0], [0.1, -0.1, 0.1], [0.1, 0.1, 0.0], [0.0, 0.1, 0.0], [-0.2, -0.5, -0.1], [-0.2, -0.3, -0.3], [0.6, -0.3, -0.4], [0.0, 0.2, -0.4], [0.5, -0.1, -0.9], [0.0, 0.6, -0.3], [0.2, 0.2, 0.1], [0.2, -0.1, 0.1], [-0.2, 0.3, 0.1], [-1.1, -0.2, 0.4], [0.0, -0.7, -0.1], [-1.0, -0.4, 0.2], [0.7, 0.7, -0.4], [-0.7, -0.4, -1.1], [0.0, -0.1, -0.1], [0.3, 0.0, 0.0], [0.1, 0.1, 0.2], [0.3, -0.1, -0.4], [0.4, 0.0, 0.0], [0.1, 0.5, -0.3], [-0.1, -0.1, 0.0], [0.0, -0.1, 0.2], [0.2, -0.3, 0.0], [0.6, 0.3, 0.7], [0.5, 0.7, -0.1], [0.3, -0.7, -0.3], [0.3, -1.3, 0.1], [-0.2, 0.3, 0.0], [0.0, 0.2, -0.2], [-0.2, -0.5, 0.9], [-0.2, -0.8, 0.6], [0.0, 0.4, 0.0], [0.1, 0.4, 0.1], [-0.2, 0.1, 0.3], [-0.1, 0.7, 0.0], [0.0, 0.1, 0.0], [0.0, 0.0, -0.3], [0.1, 0.2, -0.1], [0.1, 0.1, -0.4], [0.1, 0.2, -0.1], [0.0, 0.4, -0.3], [0.0, 0.2, -0.1], [0.2, 0.2, -0.5], [-0.3, 0.1, -0.1], [-0.1, 0.2, 0.1], [0.0, -0.1, 0.1], [0.2, -0.2, 0.2], [0.0, -0.2, 0.1]],
  "homo_ev": [-11.6442, -11.6442],
  "multiplicity": 9,
  "fmax_ha_per_bohr": 0.0418,
  "s_squared": 20.02,
  "homo_lumo_gap_ev": [4.721, 5.121],
  "relative_energy_kcal_mol": 9.6,
  "charge": 2
}